Record 1
The following is a DFT calculation (the ωB97M-V functional and the def2-TZVPD basis) of a molecular structure, C29H30AuN5O.

Calculated values
* <S²>: 0.753
* F_max: 4.18 eV/A
* net charge: +1
* frontier orbital gap (alpha / beta): 5.677 / 4.978 eV
* HOMO energy (alpha / beta): -9.2 / -9.2 eV
* ΔE to the lowest compared entry with this formula, charge and spin: 79.0 kJ/mol
* 2S+1: 2

Last column: natural (NBO) charge in e.
Atoms and positions in Å:
Au1 -1.5422 -0.3134 0.5745  1.2214
N1 -2.0097 1.6113 1.9094  -0.8237
C1 -2.5233 2.6265 1.0210  0.1056
C2 -2.8530 3.8947 1.4730  -0.1768
C3 -3.3207 4.8555 0.5809  -0.1915
C4 -3.4937 4.5474 -0.7491  -0.1731
C5 -3.2001 3.2612 -1.2348  -0.0223
C6 -3.3836 2.8754 -2.5775  -0.0881
C7 -3.0478 1.5880 -2.9607  -0.2679
C8 -2.5425 0.7113 -2.0219  0.0988
N2 -2.3454 1.0456 -0.7482  -0.5198
C9 -2.6778 2.2946 -0.3285  0.1450
H1 -2.6748 1.3912 2.6472  0.4099
H2 -1.1484 1.9240 2.3499  0.4134
H3 -2.7701 4.1296 2.5236  0.2332
H4 -3.5722 5.8426 0.9377  0.2387
H5 -3.8690 5.2792 -1.4471  0.2310
H6 -3.7818 3.5813 -3.2880  0.2339
H7 -3.1851 1.2524 -3.9747  0.2432
H8 -2.2494 -0.2931 -2.2757  0.2539
C10 3.1180 0.4602 3.6371  -0.5923
C11 3.5816 -0.5876 2.6169  -0.4242
C12 3.5153 -0.0211 1.2289  -0.0559
C13 4.6546 0.5450 0.6979  -0.2054
C14 4.6289 1.2753 -0.4853  -0.2141
C15 3.4129 1.5218 -1.1127  -0.2124
C16 2.2400 0.9743 -0.6412  -0.0499
C17 0.9496 1.3073 -1.3206  -0.4262
C18 0.5471 2.7465 -0.9848  -0.5934
C19 2.2852 0.0743 0.4773  0.2006
N3 1.2075 -0.6680 0.7319  -0.5736
C20 1.2191 -1.8759 1.2680  0.1065
C21 0.0903 -2.4350 1.8573  0.0366
C22 -0.0398 -3.6806 2.5201  -0.2469
C23 -1.3502 -3.7660 2.9423  -0.3246
C24 -1.9857 -2.5885 2.5206  -0.0354
N4 -1.1191 -1.7809 1.8960  -0.6035
H9 3.2468 0.0662 4.6424  0.2131
H10 2.0656 0.6976 3.4885  0.1937
H11 3.7038 1.3718 3.5400  0.2104
H12 2.9582 -1.4719 2.7425  0.2059
H13 4.6124 -0.8677 2.8401  0.2165
H14 5.5887 0.4358 1.2275  0.2123
H15 5.5397 1.6927 -0.8850  0.2165
H16 3.3780 2.1546 -1.9883  0.2062
H17 0.1715 0.6188 -0.9906  0.2091
H18 1.0654 1.2118 -2.4031  0.2049
H19 0.4027 2.8496 0.0889  0.1924
H20 -0.3782 3.0051 -1.4919  0.1883
H21 1.3181 3.4467 -1.2984  0.2205
H22 2.0964 -2.5125 1.1713  0.1880
H23 0.7486 -4.3894 2.6736  0.2286
H24 -1.8102 -4.5669 3.4880  0.2318
H25 -3.0181 -2.3111 2.6358  0.2053
O1 -0.9188 -1.4805 -1.3803  -0.6371
N5 -0.5137 -2.6156 -1.8549  0.0829
C25 0.2024 -2.5961 -3.0008  0.0079
C26 0.5027 -3.7537 -3.6723  -0.2046
C27 0.1022 -4.9772 -3.1502  -0.1640
C28 -0.5584 -4.9794 -1.9275  -0.2138
C29 -0.8500 -3.7918 -1.2960  0.0179
H26 0.4706 -1.6166 -3.3607  0.2392
H27 1.0395 -3.6972 -4.6044  0.2437
H28 0.3002 -5.8946 -3.6784  0.2400
H29 -0.8597 -5.9035 -1.4626  0.2462
H30 -1.3714 -3.7311 -0.3538  0.2470


Record 2
The following is a DFT calculation (the ωB97M-V functional and the def2-TZVPD basis) of a single H3N molecule.

Calculated values
* F_max: 1.69 eV/A
* SMILES: N
* net charge: 0
* frontier orbital gap: 11.337 eV
* HOMO energy: -10.0 eV
* ΔE to the lowest compared entry with this formula, charge and spin: 3.4 kJ/mol
* 2S+1: 1

Last column: natural (NBO) charge in e.
Atoms and positions in Å:
N1 -0.0242 0.0965 -0.0240  -1.0781
H1 -0.7552 -0.3344 0.5963  0.3623
H2 0.0573 -0.4319 -0.8695  0.3576
H3 0.8674 0.0910 0.4409  0.3583


Record 3
The following is a DFT calculation (the ωB97M-V functional and the def2-TZVPD basis) of a molecular structure, C27H45BrCl4CsFMgN3NaO7S.

Calculated values
* F_max: 3.90 eV/A
* net charge: 0
* frontier orbital gap: 1.294 eV
* HOMO energy: -5.6 eV
* 2S+1: 1

Last column: Löwdin charge in e.
Atoms and positions in Å:
C1 -3.0231 -1.5888 6.0655  -0.1120
O1 -2.2504 -2.2481 5.0483  -0.2279
C2 -2.9160 -3.4257 4.5864  -0.2066
C3 -2.8941 -3.4365 3.0462  -0.1718
C4 -2.6276 -4.8099 2.4548  -0.2019
C5 -1.2499 -5.3720 2.8301  -0.2059
C6 -0.1420 -4.3300 2.7663  -0.2147
C7 0.1794 -3.8234 1.3521  -0.1881
C8 0.9734 -2.5251 1.4608  -0.2204
C9 1.2715 -1.8123 0.1354  -0.1861
C10 1.9970 -0.4805 0.4391  -0.1763
C11 1.4219 0.7879 -0.2393  -0.1260
C12 -0.0772 1.0109 -0.1637  -0.3145
C13 -0.7492 0.9395 1.0653  -0.1002
N1 -1.9999 1.1215 1.1824  0.1335
C14 -2.6786 1.3773 0.0498  -0.2415
C15 -4.0445 1.5537 0.1520  -0.2002
S1 -4.8629 1.4148 1.7482  0.6465
C16 -6.3986 0.5661 1.4482  -0.1161
O2 -5.0668 2.6984 2.3334  -0.2880
O3 -4.1443 0.5497 2.6212  -0.3131
C17 -4.7884 1.8197 -0.8954  -0.0695
C18 -4.1834 1.9163 -2.1447  -0.2261
C19 -2.8192 1.7364 -2.2615  -0.2656
C20 -2.0388 1.4520 -1.1337  -0.4193
N2 -0.6413 1.2639 -1.3103  0.0189
H1 -4.0952 -1.8133 5.9601  0.0291
H2 -2.7024 -1.8539 7.0706  0.0778
H3 -2.9022 -0.5072 5.9218  0.0619
H4 -3.9610 -3.4562 4.8925  0.1019
H5 -2.4370 -4.3125 4.9977  0.1143
H6 -2.1522 -2.7150 2.7181  0.0848
H7 -3.8500 -3.0666 2.7015  0.1116
H8 -2.6398 -4.6887 1.3709  0.0994
H9 -3.4253 -5.5098 2.6787  0.1131
H10 -1.0384 -6.2430 2.2167  0.1069
H11 -1.3050 -5.7158 3.8616  0.0974
H12 0.7667 -4.8002 3.1471  0.1134
H13 -0.3769 -3.5031 3.4238  0.0899
H14 0.7323 -4.5785 0.8047  0.1181
H15 -0.7581 -3.5903 0.8491  0.1097
H16 1.9463 -2.7500 1.9043  0.1212
H17 0.4662 -1.8674 2.1634  0.0878
H18 0.3515 -1.6877 -0.4324  0.0495
H19 1.9102 -2.4586 -0.4582  0.1108
H20 3.0303 -0.5397 0.1157  0.1051
H21 1.9496 -0.3273 1.5119  0.0878
H22 1.7497 0.9051 -1.2642  0.0970
H23 1.8393 1.6277 0.3241  0.1122
H24 -0.1772 0.7090 1.9775  0.0882
H25 -6.1188 -0.3953 1.0344  0.0801
H26 -7.0382 1.1078 0.7677  0.0573
H27 -6.8201 0.3962 2.4325  0.0860
H28 -5.8505 1.9350 -0.7959  0.1161
H29 -4.8305 2.1390 -3.0291  -0.0437
H30 -2.3380 1.7899 -3.2238  -0.0217
Na1 -1.1867 0.3036 3.2766  0.5997
Br1 -1.6731 -0.7201 -2.2600  0.2456
C21 1.5636 2.9178 -3.6474  0.0351
C22 1.9534 3.8383 -4.8012  -0.7401
O4 2.5508 3.3468 -5.8083  -0.1422
O5 1.6441 5.0224 -4.6667  -0.0444
H31 1.8725 1.8928 -3.8283  0.0876
H32 2.0316 3.2690 -2.7302  0.0954
H33 0.4828 2.9353 -3.5251  0.0796
Mg1 -3.5981 3.2245 -4.3092  0.6217
C23 2.7415 -0.0086 5.7558  -0.1419
O6 1.4856 -0.3427 5.1657  -0.1363
H34 3.4564 0.1579 4.9546  0.0769
H35 2.6538 0.9016 6.3531  0.0786
H36 3.0940 -0.8269 6.3865  0.0825
H37 0.8619 -0.4893 5.8836  0.0783
F1 -5.5833 -2.7151 6.4099  -0.7602
C24 -6.3212 -0.8490 -5.7090  -1.5425
Cl1 -6.3306 -2.5925 -5.4682  0.5424
Cl2 -5.7590 -0.0214 -4.2535  0.5326
Cl3 -5.3209 -0.4128 -7.0959  0.5108
H38 -7.3341 -0.5289 -5.9095  0.0108
Cl4 2.8677 5.3673 -6.4757  0.2547
Cs1 4.3752 4.2690 -8.5357  0.9774
C25 8.2526 3.4781 -5.3549  -0.3611
O7 8.3170 3.5987 -6.5685  -0.0111
N3 9.3078 3.4569 -4.5341  -0.1962
C26 9.1667 3.3100 -3.0968  -0.0493
C27 10.6403 3.5854 -5.1058  -0.0319
H39 7.2903 3.3737 -4.8255  0.1323
H40 9.5942 4.1790 -2.5944  0.0921
H41 9.6913 2.4128 -2.7653  0.0925
H42 8.1171 3.2260 -2.8255  0.0834
H43 10.7206 4.5305 -5.6424  0.0943
H44 10.8170 2.7746 -5.8122  0.0949
H45 11.3853 3.5500 -4.3164  0.0879


Record 4
The following is a DFT calculation (the ωB97M-V functional and the def2-TZVPD basis) of 2 unconnected molecules or ions with the total composition CHCl2F2NS.

Calculated values
* <S²>: 2.007
* F_max: 2.98 eV/A
* net charge: 0
* frontier orbital gap (alpha / beta): 9.040 / 8.559 eV
* HOMO energy (alpha / beta): -8.8 / -11.2 eV
* ΔE to the lowest compared entry with this formula, charge and spin: 17.4 kJ/mol
* 2S+1: 3

Last column: natural (NBO) charge in e.
Atoms and positions in Å:
C1 -1.3718 1.3019 0.3000  -0.1624
N1 1.3071 -0.1988 -0.7393  -1.0686
F1 2.1515 -1.7968 1.0213  -0.5185
F2 0.2946 -2.3816 -0.4870  -0.5056
S1 0.7838 -1.0012 0.3926  1.6674
Cl1 -1.8881 2.8496 0.7624  0.0537
Cl2 -2.6069 0.4127 -0.3167  0.0938
H1 1.3298 0.8142 -0.9332  0.4404


Record 5
The following is a DFT calculation (the ωB97M-V functional and the def2-TZVPD basis) of 3 unconnected molecules or ions with the total composition H6O3.

Calculated values
* F_max: 1.38 eV/A
* SMILES: O.O.O
* net charge: 0
* frontier orbital gap: 12.662 eV
* HOMO energy: -11.6 eV
* ΔE to the lowest compared entry with this formula, charge and spin: 74.7 kJ/mol
* 2S+1: 1

Last column: natural (NBO) charge in e.
Atoms and positions in Å:
O1 -8.3101 -6.1897 12.2506  -0.9614
H1 -7.9633 -6.8874 11.6972  0.4807
H2 -9.0267 -5.6697 11.8902  0.4807
O2 4.8289 3.0319 -13.8848  -0.9313
H3 5.4422 2.4584 -14.3575  0.4652
H4 4.9980 2.7705 -12.9563  0.4661
O3 3.5066 3.2118 1.6195  -0.9468
H5 2.5838 3.2346 1.8775  0.4730
H6 3.9407 4.0395 1.8636  0.4737


Record 6
The following is a DFT calculation (the ωB97M-V functional and the def2-TZVPD basis) of a single C21H22O4 molecule.

Calculated values
* F_max: 4.59 eV/A
* SMILES: CC1=C(COc2c3ccoc3cc3oc(=O)ccc23)CCC(C)(C)C1
* net charge: 0
* frontier orbital gap: 8.541 eV
* HOMO energy: -8.6 eV
* ΔE to the lowest compared entry with this formula, charge and spin: 352.7 kJ/mol
* 2S+1: 1

Last column: natural (NBO) charge in e.
Atoms and positions in Å:
C1 1.4741 0.3684 1.3159  -0.6631
C2 1.6120 0.4204 -0.2180  0.0794
C3 0.4287 0.6464 -0.9691  -0.0396
C4 -0.9347 0.8901 -0.3355  -0.1047
O1 -1.6381 -0.4009 -0.2210  -0.5397
C5 -2.0155 -0.8106 1.0147  0.4251
C6 -1.3296 -1.8620 1.5694  -0.2054
C7 -0.0400 -2.5300 1.1601  -0.2805
C8 0.1816 -3.4361 2.1035  0.1012
O2 -0.7532 -3.3499 3.1499  -0.4421
C9 -1.6717 -2.3688 2.7904  0.3706
C10 -2.7227 -1.8270 3.5001  -0.3281
C11 -3.4598 -0.7352 3.0066  0.3429
O3 -4.3913 -0.1234 3.8345  -0.4312
C12 -5.0572 0.8982 3.2980  0.7145
O4 -5.9204 1.5873 3.8753  -0.5790
C13 -4.7635 1.3958 1.9596  -0.3068
C14 -3.7734 0.8964 1.1720  -0.1408
C15 -3.0615 -0.1988 1.6862  -0.2261
C16 0.3003 0.6198 -2.4783  -0.4434
C17 1.6396 0.1546 -3.1315  -0.3913
C18 2.9294 0.6442 -2.3879  -0.0138
C19 2.9259 2.1994 -2.3992  -0.6235
C20 4.1538 0.0500 -3.2085  -0.6015
C21 2.9287 0.0559 -0.9717  -0.4419
H1 0.5658 -0.0811 1.6099  0.2221
H2 1.4532 1.4279 1.5129  0.2266
H3 2.2540 -0.1832 1.8352  0.2250
H4 -0.7165 1.3102 0.6289  0.1911
H5 -1.5734 1.6165 -0.8611  0.1905
H6 0.4463 -2.5089 0.1571  0.2485
H7 0.8939 -4.2252 1.9454  0.2188
H8 -3.0416 -2.2355 4.4946  0.2457
H9 -5.5026 2.1729 1.6959  0.2456
H10 -3.7542 1.4204 0.1191  0.2433
H11 0.1155 1.6056 -2.7683  0.2011
H12 -0.4798 -0.0032 -2.8615  0.2239
H13 1.6157 0.5648 -4.1964  0.2018
H14 1.6398 -0.8972 -3.3111  0.2012
H15 3.8024 2.5329 -1.8469  0.2084
H16 3.1593 2.4020 -3.4726  0.2095
H17 2.0065 2.7318 -2.1569  0.2195
H18 4.2041 0.2370 -4.3105  0.2119
H19 4.0944 -0.9692 -3.1231  0.2034
H20 5.0768 0.4940 -2.8145  0.2060
H21 3.7416 0.4074 -0.3996  0.2107
H22 2.9569 -1.0040 -0.9917  0.2141